[1]
DFT (ωB97M-V/def2-TZVPD) results for a structure of composition C9H14ClN.

The value obtained for the relative energy (zero: lowest compared OMol25 entry of this formula, charge and spin) is 143.0 kJ/mol. The LUMO energy is 0.79 eV. The HOMO-LUMO gap comes out at 0.3351 hartree.

```
! RIJCOSX wB97M-V def2-TZVPD def2/J DEFGRID3
* xyz 0 1
C -1.757 1.849 -0.679
C -1.426 0.855 -1.657
C -1.189 1.798 0.524
C -0.501 -0.047 -1.448
C -0.292 0.639 0.930
C 0.376 0.063 -0.261
C -1.021 -0.162 1.968
C 1.656 0.835 -0.537
C 0.890 -1.831 0.126
N 1.565 -2.434 -0.884
Cl 1.797 -1.753 1.801
H -2.327 2.657 -1.034
H -2.143 0.760 -2.506
H -1.173 2.643 1.168
H -0.202 -0.863 -2.192
H 0.519 1.024 1.568
H -1.528 -0.953 1.446
H -1.709 0.476 2.495
H -0.185 -0.372 2.677
H 2.253 0.929 0.296
H 1.248 1.812 -0.778
H 1.907 0.332 -1.500
H -0.177 -2.202 0.320
H 2.536 -2.104 -0.840
H 1.607 -3.405 -0.717
*
```

=====

[2]
DFT (ωB97M-V/def2-TZVPD) results for the molecule C9H14N2O.

The value obtained for the relative energy (zero: lowest compared OMol25 entry of this formula, charge and spin) is 432.4 kJ/mol. The LUMO energy is 0.91 eV. The HOMO-LUMO gap comes out at 0.3556 hartree.

```
! RIJCOSX wB97M-V def2-TZVPD def2/J DEFGRID3
* xyz 0 1
C -0.576 -1.975 -0.176
C -0.538 -0.619 -0.830
C 0.465 -0.513 -2.007
C -1.833 -0.046 -1.383
C 0.317 0.476 0.402
O 1.264 -0.190 1.152
C 2.038 0.836 1.599
C 1.389 1.538 2.747
C 0.112 1.869 2.469
C -0.297 1.633 1.102
N 0.767 1.726 0.023
N 2.053 1.798 0.416
H -1.046 -2.806 -0.748
H -0.978 -1.941 0.855
H 0.397 -2.254 -0.018
H 0.058 -0.804 -3.004
H 0.808 0.561 -1.979
H 1.334 -1.147 -1.841
H -2.582 -0.585 -2.068
H -1.482 0.841 -1.754
H -2.582 0.026 -0.530
H 3.032 0.406 1.812
H 1.985 1.730 3.518
H -0.621 2.219 3.130
H -1.262 2.015 0.858
H 2.198 2.767 0.813
*
```

=====

[3]
DFT (ωB97M-V/def2-TZVPD) results for the molecule C9H14N2O5.

The value obtained for the relative energy (zero: lowest compared OMol25 entry of this formula, charge and spin) is 42.2 kJ/mol. The LUMO energy is 0.62 eV. The HOMO-LUMO gap comes out at 0.3619 hartree.

```
! RIJCOSX wB97M-V def2-TZVPD def2/J DEFGRID3
* xyz 0 1
N -1.221 -1.448 0.201
C -1.527 -0.242 -0.556
C -2.987 0.255 -0.446
C -3.360 0.734 0.931
O -2.871 0.261 1.923
O -4.238 1.771 0.973
C -0.550 0.877 -0.214
O -0.943 1.967 0.058
N 0.779 0.565 -0.283
C 1.715 1.614 0.056
C 3.101 0.938 -0.078
C 2.782 -0.224 -1.093
C 1.389 -0.656 -0.645
C 1.464 -1.662 0.534
O 1.549 -1.317 1.681
O 1.622 -2.929 0.078
H -1.812 -2.168 -0.118
H -1.451 -1.307 1.188
H -1.364 -0.463 -1.605
H -3.697 -0.539 -0.657
H -3.162 1.090 -1.132
H -4.429 1.878 1.884
H 1.579 1.965 1.154
H 1.609 2.487 -0.651
H 3.775 1.719 -0.380
H 3.428 0.422 0.831
H 3.419 -1.092 -0.951
H 2.908 0.121 -2.125
H 0.790 -1.149 -1.405
H 1.704 -3.469 0.847
*
```

=====

[4]
DFT (ωB97M-V/def2-TZVPD) results for the molecule C9H14N2O5.

The value obtained for the relative energy (zero: lowest compared OMol25 entry of this formula, charge and spin) is 80.8 kJ/mol. The LUMO energy is 0.52 eV. The HOMO-LUMO gap comes out at 0.3648 hartree.

```
! RIJCOSX wB97M-V def2-TZVPD def2/J DEFGRID3
* xyz 0 1
O -0.415 1.396 2.180
C -1.398 0.718 2.030
O -2.594 1.019 2.536
C -1.488 -0.590 1.227
C -0.086 -1.141 0.851
N -0.062 -1.897 -0.327
C -0.064 -1.529 -1.646
O -0.148 -2.371 -2.501
C 0.219 -0.059 -2.010
C 1.769 0.362 -1.679
C 1.597 1.765 -1.040
C 0.170 2.175 -1.473
N -0.624 0.932 -1.399
C 0.412 -2.034 2.027
O 0.457 -3.211 1.910
O 0.802 -1.337 3.140
H -2.523 1.867 2.990
H -2.121 -1.332 1.746
H -2.083 -0.348 0.325
H 0.510 -0.237 0.760
H -0.550 -2.785 -0.232
H 0.067 -0.145 -3.111
H 2.213 -0.316 -0.954
H 2.372 0.307 -2.606
H 1.646 1.696 0.062
H 2.369 2.498 -1.352
H -0.283 2.857 -0.762
H 0.087 2.664 -2.436
H -1.431 1.079 -2.015
H 1.180 -2.000 3.757
*
```

=====

[5]
DFT (ωB97M-V/def2-TZVPD) results for the ion C9H14N3O with charge -1.

The LUMO energy is 3.89 eV. The HOMO-LUMO gap comes out at 0.2301 hartree.

```
! RIJCOSX wB97M-V def2-TZVPD def2/J DEFGRID3
* xyz -1 1
C -3.632 1.166 0.220
C -2.745 -0.031 0.002
C -3.292 -1.374 -0.398
N -1.497 0.175 0.031
N -0.631 -0.837 -0.061
C 0.641 -0.466 -0.047
C 1.584 -1.225 -0.563
C 3.057 -0.964 -0.371
C 3.336 0.170 0.588
C 2.369 1.308 0.314
C 0.927 0.938 0.586
N -0.108 1.811 0.199
O -0.052 2.474 -0.950
H -3.860 1.723 -0.796
H -3.003 1.815 0.759
H -4.666 0.941 0.478
H -3.482 -2.104 0.380
H -2.378 -1.870 -0.880
H -4.086 -1.358 -1.067
H 1.437 -2.227 -0.729
H 3.462 -1.867 0.054
H 3.664 -0.932 -1.317
H 3.293 -0.180 1.649
H 4.260 0.641 0.491
H 2.614 2.086 1.005
H 2.393 1.746 -0.753
H 0.772 0.773 1.610
*
```

=====

[6]
DFT (ωB97M-V/def2-TZVPD) results for a cluster of 2 separate species, C9H14N3O3 in total.

The value obtained for the relative energy (zero: lowest compared OMol25 entry of this formula, charge and spin) is 191.8 kJ/mol. The LUMO energy is -5.52 eV. The HOMO-LUMO gap comes out at 0.2342 hartree.

```
! RIJCOSX wB97M-V def2-TZVPD def2/J DEFGRID3
* xyz 1 1
N 0.968 -0.824 -0.806
C 0.069 0.187 -1.339
C 0.478 1.644 -1.633
C -0.632 2.524 -2.173
N -1.963 2.241 -2.494
N -2.215 0.978 -2.205
C -3.650 0.577 -2.521
C -4.435 0.671 -1.101
O -5.073 -0.298 -0.670
O -4.284 1.918 -0.408
C -1.409 -0.019 -1.673
H 1.452 -1.303 -1.579
H 0.404 -1.514 -0.280
H 1.519 2.057 -1.466
H -0.340 3.623 -2.358
H -3.694 -0.470 -2.966
H -4.102 1.297 -3.300
H -3.433 1.852 0.087
H -1.856 -1.053 -1.469
C 2.102 -1.181 3.654
C 3.037 -1.903 2.720
O 2.674 -2.884 2.095
C 4.437 -1.366 2.589
H 1.129 -1.679 3.648
H 2.500 -1.204 4.670
H 1.969 -0.149 3.323
H 4.940 -1.397 3.558
H 4.409 -0.341 2.211
H 4.997 -1.984 1.885
*
```

=====

Copy entry 6 word for word.
DFT (ωB97M-V/def2-TZVPD) results for a cluster of 2 separate species, C9H14N3O3 in total.

The value obtained for the relative energy (zero: lowest compared OMol25 entry of this formula, charge and spin) is 191.8 kJ/mol. The LUMO energy is -5.52 eV. The HOMO-LUMO gap comes out at 0.2342 hartree.

```
! RIJCOSX wB97M-V def2-TZVPD def2/J DEFGRID3
* xyz 1 1
N 0.968 -0.824 -0.806
C 0.069 0.187 -1.339
C 0.478 1.644 -1.633
C -0.632 2.524 -2.173
N -1.963 2.241 -2.494
N -2.215 0.978 -2.205
C -3.650 0.577 -2.521
C -4.435 0.671 -1.101
O -5.073 -0.298 -0.670
O -4.284 1.918 -0.408
C -1.409 -0.019 -1.673
H 1.452 -1.303 -1.579
H 0.404 -1.514 -0.280
H 1.519 2.057 -1.466
H -0.340 3.623 -2.358
H -3.694 -0.470 -2.966
H -4.102 1.297 -3.300
H -3.433 1.852 0.087
H -1.856 -1.053 -1.469
C 2.102 -1.181 3.654
C 3.037 -1.903 2.720
O 2.674 -2.884 2.095
C 4.437 -1.366 2.589
H 1.129 -1.679 3.648
H 2.500 -1.204 4.670
H 1.969 -0.149 3.323
H 4.940 -1.397 3.558
H 4.409 -0.341 2.211
H 4.997 -1.984 1.885
*
```

=====

Please write out number 5 again, unchanged.
DFT (ωB97M-V/def2-TZVPD) results for the ion C9H14N3O with charge -1.

The LUMO energy is 3.89 eV. The HOMO-LUMO gap comes out at 0.2301 hartree.

```
! RIJCOSX wB97M-V def2-TZVPD def2/J DEFGRID3
* xyz -1 1
C -3.632 1.166 0.220
C -2.745 -0.031 0.002
C -3.292 -1.374 -0.398
N -1.497 0.175 0.031
N -0.631 -0.837 -0.061
C 0.641 -0.466 -0.047
C 1.584 -1.225 -0.563
C 3.057 -0.964 -0.371
C 3.336 0.170 0.588
C 2.369 1.308 0.314
C 0.927 0.938 0.586
N -0.108 1.811 0.199
O -0.052 2.474 -0.950
H -3.860 1.723 -0.796
H -3.003 1.815 0.759
H -4.666 0.941 0.478
H -3.482 -2.104 0.380
H -2.378 -1.870 -0.880
H -4.086 -1.358 -1.067
H 1.437 -2.227 -0.729
H 3.462 -1.867 0.054
H 3.664 -0.932 -1.317
H 3.293 -0.180 1.649
H 4.260 0.641 0.491
H 2.614 2.086 1.005
H 2.393 1.746 -0.753
H 0.772 0.773 1.610
*
```